Entry 1:
Molecular formula: C25H32N3O2
Method: DFT, wB97M-V/def2-TZVPD

Values from the calculation:
Orbital gap ... 6.1 eV
Largest force on an atom ... 1.25 eV/Å
ΔE to the lowest compared entry with this formula, charge and spin ... 0.0 kJ/mol
Highest occupied orbital energy ... -9.8417 eV
Charge ... +1
E_tot ... -35003.7529 eV

Last column: natural (NBO) charge in e.
Atoms and positions in Å:
C -5.86 -2.17 2.81  -0.404
N -5.28 -0.85 2.82  -0.366
C -6.12 0.32 2.94  -0.198
C -5.11 1.50 2.96  -0.452
C -3.78 0.85 2.83  0.002
C -3.96 -0.55 2.72  0.244
C -2.88 -1.43 2.54  -0.286
C -1.62 -0.88 2.39  -0.123
C -1.38 0.51 2.60  -0.199
C -0.09 1.12 2.49  0.107
C 1.18 0.55 2.75  -0.212
C 2.33 1.41 2.67  -0.107
C 3.59 0.87 2.73  -0.095
C 3.76 -0.53 2.82  0.357
N 5.08 -0.84 2.79  -0.376
C 5.66 -2.16 2.84  -0.407
C 5.93 0.33 2.74  -0.200
C 4.93 1.51 2.69  -0.439
C 2.66 -1.39 3.00  -0.317
C 1.40 -0.83 3.08  -0.075
C -2.50 1.37 2.81  -0.150
H -5.06 -2.92 2.84  0.214
H -6.51 -2.31 3.68  0.212
H -6.46 -2.33 1.90  0.208
H -6.81 0.40 2.08  0.201
H -6.73 0.28 3.85  0.203
H -5.32 2.19 2.14  0.232
H -5.21 2.06 3.90  0.234
H -3.05 -2.50 2.48  0.227
H -0.80 -1.53 2.08  0.224
H -0.09 2.20 2.32  0.218
H 2.20 2.49 2.55  0.221
H 4.86 -2.91 2.84  0.217
H 6.31 -2.32 1.98  0.213
H 6.27 -2.28 3.75  0.212
H 6.58 0.38 3.63  0.205
H 6.58 0.30 1.86  0.203
H 5.08 2.10 1.77  0.233
H 5.10 2.18 3.54  0.237
H 2.82 -2.46 3.09  0.230
H 0.56 -1.45 3.37  0.227
H -2.36 2.45 2.94  0.221
C 3.97 0.58 -2.05  -0.266
O 2.99 1.51 -1.55  -0.502
C 1.89 0.96 -1.02  0.802
C 0.92 2.04 -0.56  -0.136
C 0.48 3.05 -1.64  -0.404
C -1.05 3.15 -1.51  -0.421
C -1.48 2.00 -0.57  -0.215
N -0.26 1.40 -0.06  -0.620
O 1.70 -0.24 -0.90  -0.611
H 4.86 1.18 -2.18  0.202
H 4.15 -0.23 -1.33  0.199
H 3.63 0.17 -3.00  0.200
H 1.44 2.55 0.26  0.194
H 0.99 4.00 -1.45  0.226
H 0.76 2.68 -2.63  0.222
H -1.33 4.11 -1.07  0.214
H -1.55 3.05 -2.48  0.226
H -2.08 2.38 0.26  0.183
H -2.11 1.25 -1.10  0.200
H -0.22 0.39 -0.07  0.410

***

Entry 2:
Molecular formula: C4H6O2
Method: DFT, wB97M-V/def2-TZVPD

Values from the calculation:
Orbital gap ... 10.4 eV
Largest force on an atom ... 0.74 eV/Å
ΔE to the lowest compared entry with this formula, charge and spin ... 148.1 kJ/mol
Highest occupied orbital energy ... -9.5123 eV
E_tot ... -8338.9260 eV

Last column: natural (NBO) charge in e.
Atoms and positions in Å:
O 0.70 1.71 -1.17  -0.505
C 0.42 1.01 -0.23  0.576
C -0.96 0.51 0.16  -0.545
C -0.73 -0.94 -0.30  -0.065
O 0.72 -1.12 -0.33  -0.515
C 1.35 -0.02 0.38  -0.175
H -1.75 1.06 -0.36  0.239
H -1.11 0.55 1.24  0.223
H -1.15 -1.70 0.36  0.183
H -1.16 -1.08 -1.30  0.194
H 2.39 0.11 0.08  0.215
H 1.28 -0.08 1.48  0.174

***

Entry 3:
Molecular formula: C5H7N2S
Method: DFT, wB97M-V/def2-TZVPD

Values from the calculation:
Orbital gap (spin up / spin down) ... 7.0 / 7.0 eV
Largest force on an atom ... 4.08 eV/Å
ΔE to the lowest compared entry with this formula, charge and spin ... 775.6 kJ/mol
Highest occupied orbital energy (spin up / spin down) ... -13.2477 / -13.2494 eV
Charge ... +1
E_tot ... -19099.0415 eV

Last column: natural (NBO) charge in e.
Atoms and positions in Å:
C -2.67 -1.67 0.24  0.340
C -3.94 0.08 0.31  -0.130
C -1.35 0.16 -0.40  0.327
C 2.32 0.72 0.26  -0.613
C 1.12 -0.26 0.02  -0.243
N -1.58 -1.22 -0.23  -0.738
N -0.10 0.56 -0.25  -0.461
S -2.76 1.16 -0.09  0.419
H 2.13 1.45 -0.58  0.215
H 2.18 1.13 1.31  0.247
H 3.26 0.11 0.18  0.266
H 1.30 -1.12 -0.62  0.230
H 0.78 -0.76 0.91  0.222
H -0.76 -1.89 -0.64  0.475
H 0.09 1.56 -0.42  0.447

***

Entry 4:
Molecular formula: C18H38N5O9
Method: DFT, wB97M-V/def2-TZVPD

Values from the calculation:
Orbital gap ... 9.4 eV
Largest force on an atom ... 0.83 eV/Å
ΔE to the lowest compared entry with this formula, charge and spin ... 0.0 kJ/mol
Highest occupied orbital energy ... -11.4553 eV
Charge ... +1
E_tot ... -45155.9542 eV

Last column: natural (NBO) charge in e.
Atoms and positions in Å:
N 4.94 -2.56 -1.64  -0.841
C 3.92 -1.78 -0.96  -0.105
C 4.36 -0.38 -0.50  0.055
O 4.73 0.43 -1.57  -0.699
C 3.22 0.29 0.30  0.353
O 2.22 0.61 -0.62  -0.570
C 1.33 1.68 -0.27  0.076
C -0.07 1.08 -0.06  0.052
O -0.06 0.29 1.14  -0.766
C -1.15 2.16 0.04  0.080
O -2.47 1.64 0.22  -0.551
C -2.96 0.77 -0.76  0.366
O -2.59 -0.56 -0.46  -0.551
C -3.19 -1.03 0.73  0.070
C -2.51 -2.35 1.08  -0.247
N -1.25 -2.05 1.79  -0.735
C -4.71 -1.13 0.56  0.088
O -5.22 -1.70 1.75  -0.725
C -5.22 0.29 0.31  -0.451
C -4.49 0.92 -0.89  -0.069
N -4.78 2.33 -1.08  -0.840
C -1.07 3.11 -1.19  -0.063
N -2.11 4.11 -1.23  -0.834
C 0.30 3.78 -1.19  -0.421
C 1.41 2.75 -1.37  -0.048
N 2.70 3.40 -1.22  -0.842
O 2.72 -0.51 1.35  -0.548
C 2.33 -1.82 0.97  0.044
C 1.87 -2.57 2.22  -0.080
O 0.95 -3.59 1.88  -0.746
C 3.46 -2.57 0.27  0.083
O 2.95 -3.84 -0.09  -0.752
H 5.77 -2.63 -1.07  0.363
H 5.21 -2.11 -2.51  0.386
H 3.07 -1.67 -1.65  0.203
H 5.24 -0.46 0.15  0.194
H 3.95 0.58 -2.12  0.476
H 3.60 1.20 0.80  0.192
H 1.65 2.14 0.67  0.199
H -0.29 0.41 -0.90  0.194
H 0.87 0.18 1.42  0.507
H -0.99 2.74 0.95  0.200
H -2.51 0.97 -1.74  0.181
H -3.01 -0.31 1.54  0.191
H -2.29 -2.88 0.15  0.230
H -3.17 -2.96 1.70  0.246
H -0.83 -1.16 1.39  0.469
H -0.53 -2.82 1.74  0.467
H -1.45 -1.86 2.78  0.420
H -4.93 -1.78 -0.30  0.168
H -6.18 -1.67 1.73  0.487
H -5.03 0.89 1.21  0.216
H -6.30 0.28 0.12  0.219
H -4.77 0.39 -1.80  0.206
H -5.74 2.46 -1.38  0.377
H -4.66 2.82 -0.20  0.368
H -1.16 2.52 -2.11  0.186
H -3.02 3.68 -1.36  0.390
H -2.12 4.66 -0.38  0.353
H 0.33 4.50 -2.01  0.238
H 0.47 4.32 -0.26  0.211
H 1.28 2.24 -2.34  0.174
H 2.78 4.18 -1.87  0.374
H 3.47 2.76 -1.39  0.367
H 1.49 -1.76 0.26  0.182
H 2.74 -3.00 2.74  0.198
H 1.37 -1.89 2.91  0.184
H 1.40 -4.16 1.23  0.522
H 4.31 -2.69 0.96  0.166
H 3.53 -4.18 -0.79  0.513

***

Repeat the second record exactly.
Molecular formula: C4H6O2
Method: DFT, wB97M-V/def2-TZVPD

Values from the calculation:
Orbital gap ... 10.4 eV
Largest force on an atom ... 0.74 eV/Å
ΔE to the lowest compared entry with this formula, charge and spin ... 148.1 kJ/mol
Highest occupied orbital energy ... -9.5123 eV
E_tot ... -8338.9260 eV

Last column: natural (NBO) charge in e.
Atoms and positions in Å:
O 0.70 1.71 -1.17  -0.505
C 0.42 1.01 -0.23  0.576
C -0.96 0.51 0.16  -0.545
C -0.73 -0.94 -0.30  -0.065
O 0.72 -1.12 -0.33  -0.515
C 1.35 -0.02 0.38  -0.175
H -1.75 1.06 -0.36  0.239
H -1.11 0.55 1.24  0.223
H -1.15 -1.70 0.36  0.183
H -1.16 -1.08 -1.30  0.194
H 2.39 0.11 0.08  0.215
H 1.28 -0.08 1.48  0.174

***

- Which of these has the highest E_tot?
  C4H6O2